[1]
{"formula": "C6H10NO", "method": "ωB97M-V/def2-TZVPD", "lumo_ev": -6.40, "total_charge": 1, "e_homo_ev": -14.0, "energy_ha": -364.14625, "de_lowest_kcal_mol": 126.12, "smiles": "CC(=[N+]=O)[C@@H]1C[C@@H]1C", "species": ["C", "C", "N", "O", "C", "C", "C", "C", "H", "H", "H", "H", "H", "H", "H", "H", "H", "H"], "positions_angstrom": [[0.86576, 1.39297, 0.97317], [-0.32794, 0.54807, 1.24749], [-0.75232, 0.82402, 2.43005], [-1.17091, 1.39659, 3.32662], [-0.76174, -0.56523, 0.44259], [0.18351, -1.71554, -0.10514], [-0.49813, -0.95327, -1.13930], [0.23490, -0.07329, -2.16114], [0.76499, 1.94452, 0.04952], [1.81176, 0.92139, 1.06235], [0.85045, 2.21460, 1.76311], [-1.82238, -0.85538, 0.47189], [1.15966, -1.49150, -0.13536], [-0.14194, -2.68228, 0.33864], [-1.52668, -1.24418, -1.40926], [-0.25138, 0.93536, -2.15221], [0.17896, -0.51930, -3.04421], [1.20345, -0.07754, -1.95881]], "forces_ev_per_angstrom": [[-0.236, 2.807, 1.608], [0.020, -0.671, -0.131], [0.595, -0.691, -1.263], [-0.717, 0.268, 0.559], [-0.604, -0.758, -1.675], [-4.318, -0.801, 1.200], [-1.279, 1.102, 0.288], [-4.498, 1.551, 3.805], [-0.144, -0.297, -0.513], [0.684, -0.815, -0.092], [0.393, -0.882, -0.971], [0.748, 0.068, 1.167], [3.610, 0.516, 0.548], [0.514, 0.611, -0.943], [0.863, -0.132, -0.354], [0.719, -0.824, -0.353], [-0.759, -1.714, -4.080], [4.410, 0.663, 1.200]], "mulliken_charge": [-1.09, 0.84, 0.37, -0.31, -0.54, -0.83, 0.41, -1.58, 0.31, 0.33, 0.39, 0.45, 0.31, 0.29, 0.39, 0.29, 0.53, 0.44]}



[2]
{"formula": "C34H65FO11", "method": "ωB97M-V/def2-TZVPD", "lumo_ev": 0.67, "total_charge": 0, "e_homo_ev": -9.0, "energy_ha": -2261.83116, "smiles": "COC[C@H](CC(=O)F)OC=O.C1CCOC1.C1CCOC1.C1CCOC1.C1CCOC1.C1CCOC1.C1CCOC1.C1CCOC1", "species": ["C", "O", "C", "C", "C", "C", "O", "F", "O", "C", "O", "H", "H", "H", "H", "H", "H", "H", "H", "H", "C", "C", "C", "O", "C", "H", "H", "H", "H", "H", "H", "H", "H", "C", "C", "C", "O", "C", "H", "H", "H", "H", "H", "H", "H", "H", "C", "C", "C", "O", "C", "H", "H", "H", "H", "H", "H", "H", "H", "C", "C", "C", "O", "C", "H", "H", "H", "H", "H", "H", "H", "H", "C", "C", "C", "O", "C", "H", "H", "H", "H", "H", "H", "H", "H", "C", "C", "C", "O", "C", "H", "H", "H", "H", "H", "H", "H", "H", "C", "C", "C", "O", "C", "H", "H", "H", "H", "H", "H", "H", "H"], "positions_angstrom": [[-3.63308, 0.04249, 2.44313], [-2.95211, -0.04222, 3.68591], [-3.19332, 1.12522, 4.47125], [-1.91906, 1.98589, 4.69887], [-0.96799, 1.96053, 3.45042], [0.10078, 0.87392, 3.50683], [-0.06651, -0.25219, 3.48497], [1.39865, 1.30991, 3.60782], [-1.21612, 1.75555, 5.92953], [-1.27008, 0.45436, 6.40204], [-0.28430, -0.15357, 6.46379], [-3.56352, -0.91488, 1.89776], [-3.21509, 0.81132, 1.76679], [-4.71408, 0.25750, 2.55688], [-3.87422, 1.74858, 3.85719], [-3.76205, 0.89966, 5.39006], [-2.27298, 3.03284, 4.74493], [-0.43220, 2.92777, 3.42231], [-1.53948, 1.92222, 2.50941], [-2.21083, 0.01439, 6.78639], [-8.14955, 1.80906, 6.45299], [-7.78239, 0.34534, 6.63321], [-7.22490, -0.00770, 5.26451], [-6.63714, 1.18907, 4.73689], [-7.03210, 2.30183, 5.54923], [-8.21555, 2.36436, 7.38814], [-9.11074, 1.89078, 5.93869], [-7.00108, 0.24931, 7.39216], [-8.62050, -0.28599, 6.92639], [-8.01966, -0.32346, 4.58073], [-6.47093, -0.79560, 5.30768], [-6.16101, 2.62020, 6.13350], [-7.34173, 3.12903, 4.90893], [-2.06306, 0.36028, -2.91382], [-1.85916, -0.91101, -2.11033], [-1.63288, -0.36481, -0.71030], [-2.38193, 0.85878, -0.61659], [-2.81909, 1.23601, -1.93060], [-2.60195, 0.20646, -3.84809], [-1.09420, 0.81135, -3.14731], [-2.77058, -1.51489, -2.13419], [-1.03378, -1.52736, -2.46453], [-0.57771, -0.12567, -0.54162], [-1.96156, -1.05558, 0.06764], [-3.89883, 1.05841, -1.98986], [-2.63304, 2.30005, -2.08562], [4.75109, 0.57242, 4.78715], [6.13519, 1.08557, 5.15303], [6.80303, 1.18196, 3.79106], [5.76957, 1.47024, 2.84500], [4.49203, 1.28639, 3.47199], [3.99134, 0.77985, 5.53968], [4.78572, -0.50837, 4.62600], [6.05616, 2.07950, 5.60199], [6.67469, 0.44083, 5.84677], [7.26503, 0.22960, 3.50605], [7.56456, 1.96314, 3.75052], [4.05199, 2.27523, 3.63740], [3.83662, 0.72176, 2.80954], [9.93812, 1.51621, 1.85795], [10.89120, 1.06777, 0.76213], [12.22291, 1.58992, 1.27528], [12.14854, 1.57306, 2.70620], [10.79151, 1.34681, 3.10371], [9.01215, 0.94431, 1.89560], [9.68259, 2.57090, 1.71976], [10.91163, -0.02091, 0.71033], [10.63624, 1.44926, -0.22614], [12.39391, 2.62514, 0.95864], [13.06784, 0.98241, 0.94614], [10.72026, 0.32646, 3.49722], [10.52215, 2.04483, 3.89854], [-5.78215, -1.36641, -6.26543], [-4.82359, -1.89914, -7.31776], [-3.48169, -1.41379, -6.79440], [-3.58767, -1.36820, -5.36593], [-4.96539, -1.52043, -4.99453], [-6.73179, -1.89555, -6.22675], [-5.98870, -0.30904, -6.45194], [-4.84956, -2.99243, -7.32404], [-5.03831, -1.54788, -8.32713], [-3.25889, -0.40168, -7.14934], [-2.65743, -2.07029, -7.07773], [-5.08898, -2.51915, -4.56194], [-5.22359, -0.77881, -4.23621], [11.54823, -2.24478, -3.42722], [10.56261, -3.19850, -2.77237], [10.62600, -2.76243, -1.31787], [10.92173, -1.36046, -1.32058], [11.31431, -0.96587, -2.64028], [11.39328, -2.11879, -4.49846], [12.57009, -2.60017, -3.26938], [9.55922, -3.02719, -3.17125], [10.80895, -4.25075, -2.91193], [11.43151, -3.27694, -0.78302], [9.68955, -2.93642, -0.78560], [10.49855, -0.37687, -3.07351], [12.20449, -0.33726, -2.58388], [-11.21266, -1.17619, -7.46525], [-10.25560, -1.71147, -8.51731], [-8.91353, -1.22694, -7.99444], [-9.01992, -1.17944, -6.56585], [-10.39576, -1.33045, -6.19324], [-12.16413, -1.70568, -7.42589], [-11.41773, -0.11883, -7.65286], [-10.28300, -2.80442, -8.52224], [-10.46999, -1.36137, -9.52660], [-8.68919, -0.21562, -8.35035], [-8.08993, -1.88512, -8.27750], [-10.52078, -2.32855, -5.75996], [-10.65202, -0.58858, -5.43569]], "forces_ev_per_angstrom": [[-0.409, -0.256, -0.818], [-0.350, 0.236, 0.369], [-0.266, 0.490, -1.066], [-0.712, 0.291, -0.645], [0.921, 1.060, 0.539], [0.195, 3.176, 0.061], [-0.778, -4.283, -0.230], [-0.416, 0.837, -0.046], [-0.847, -0.459, -0.367], [-1.181, 1.140, -0.110], [2.472, -1.776, 0.517], [0.205, 0.278, 0.520], [-0.031, -0.202, 0.344], [0.408, -0.060, 0.223], [0.278, 0.042, 0.564], [0.445, -0.030, -0.228], [0.164, -0.469, 0.252], [-0.253, -0.403, 0.113], [0.201, -0.390, 0.414], [-0.157, 0.763, -0.414], [-0.230, 0.075, -0.072], [0.160, -0.073, 0.186], [-0.065, -0.069, -0.231], [-0.118, 0.000, 0.207], [0.240, 0.042, -0.009], [0.027, -0.004, -0.026], [0.024, 0.027, 0.021], [-0.031, -0.028, -0.011], [0.017, 0.008, -0.033], [-0.009, -0.075, 0.046], [0.042, 0.061, -0.077], [-0.047, 0.082, 0.038], [0.059, -0.052, -0.064], [0.158, 0.220, -0.194], [-0.198, -0.168, 0.034], [0.172, 0.131, 0.115], [0.065, -0.161, -0.192], [-0.183, 0.005, 0.110], [0.024, -0.050, 0.055], [-0.027, 0.009, 0.010], [0.042, -0.017, -0.019], [-0.010, 0.022, 0.023], [0.019, -0.099, 0.012], [-0.006, 0.105, 0.060], [-0.007, 0.041, -0.080], [-0.005, 0.001, 0.113], [-0.038, -0.230, 0.011], [0.022, 0.179, 0.132], [0.024, -0.118, -0.159], [0.016, -0.063, 0.220], [-0.036, 0.217, -0.090], [-0.006, 0.006, -0.048], [-0.037, 0.026, 0.012], [0.031, -0.026, 0.000], [0.003, 0.004, -0.036], [0.083, 0.001, 0.092], [-0.033, 0.006, -0.086], [-0.092, -0.049, 0.024], [0.069, 0.045, -0.060], [-0.105, 0.275, -0.046], [0.040, -0.227, 0.085], [0.052, 0.230, 0.019], [-0.151, -0.019, -0.111], [0.096, -0.191, 0.072], [0.032, 0.005, -0.012], [-0.044, -0.029, 0.043], [0.008, 0.053, -0.095], [0.014, -0.025, 0.015], [0.024, -0.021, -0.081], [0.022, 0.009, 0.098], [-0.096, 0.013, 0.033], [0.105, 0.005, 0.012], [-0.065, 0.166, -0.029], [0.029, -0.229, -0.031], [0.141, 0.185, 0.009], [-0.209, -0.045, -0.185], [0.089, -0.185, 0.121], [0.014, 0.060, 0.063], [-0.057, -0.035, 0.025], [0.018, 0.025, -0.032], [0.029, 0.017, 0.024], [0.009, -0.030, -0.091], [0.032, 0.028, 0.101], [-0.083, 0.024, 0.031], [0.101, 0.001, 0.015], [0.253, -0.055, -0.030], [-0.242, -0.030, -0.084], [0.146, -0.007, 0.181], [0.024, -0.239, -0.260], [-0.177, 0.171, 0.035], [-0.011, 0.019, 0.030], [-0.017, 0.027, -0.027], [0.017, -0.031, 0.020], [0.009, 0.025, 0.028], [-0.044, -0.082, -0.008], [0.026, 0.091, 0.035], [0.054, 0.021, -0.077], [-0.033, 0.010, 0.095], [-0.111, 0.235, -0.015], [0.007, -0.252, -0.068], [0.113, 0.213, 0.037], [-0.247, -0.032, -0.180], [0.072, -0.182, 0.143], [0.032, -0.003, 0.018], [-0.020, -0.030, 0.021], [0.013, 0.027, -0.030], [0.025, 0.013, 0.028], [0.015, -0.033, -0.089], [0.027, 0.026, 0.082], [-0.088, 0.022, 0.023], [0.107, 0.000, 0.009]], "mulliken_charge": [-0.60, -0.32, -0.86, 0.29, -0.43, 0.31, -0.35, -0.23, -0.41, 0.17, -0.38, 0.30, 0.29, 0.18, 0.46, 0.32, 0.33, 0.47, 0.10, 0.32, -0.54, -0.57, -0.40, -0.32, -0.44, 0.32, 0.27, 0.27, 0.34, 0.30, 0.26, 0.24, 0.30, -0.32, -0.52, -0.29, -0.32, -0.53, 0.10, 0.29, 0.20, 0.40, 0.23, 0.23, 0.25, 0.27, -0.54, -0.56, -0.23, -0.42, -0.26, 0.34, 0.27, 0.29, 0.34, 0.21, 0.15, 0.22, 0.20, -0.43, -0.20, -0.57, -0.43, -0.45, 0.27, 0.26, 0.04, 0.36, 0.26, 0.29, 0.26, 0.34, -0.32, -0.57, -0.54, -0.33, -0.33, 0.24, 0.17, 0.29, 0.35, 0.26, 0.32, 0.24, 0.24, -0.53, -0.57, -0.51, -0.27, -0.45, 0.33, 0.27, 0.27, 0.33, 0.31, 0.28, 0.28, 0.26, -0.54, -0.64, -0.23, -0.36, -0.49, 0.34, 0.26, 0.28, 0.35, 0.25, 0.22, 0.27, 0.26]}